Version i
Computed, not measured: a single C2H4OP2 molecule, with ωB97M-V/def2-TZVPD.

The geometry in ORCA input format:
```
! wB97M-V def2-TZVPD RIJCOSX def2/J DEFGRID3
* xyz 0 1
C -2.09191 0.55673 -1.67934
C -1.52613 0.13846 -0.73093
O 2.22276 -0.69208 1.00391
P 1.02036 0.47194 0.66313
P -1.01312 -0.46244 0.81854
H -2.45679 0.81445 -2.60087
H 2.33764 -0.84937 0.04690
H 0.77187 1.11023 1.99119
H -0.68153 -1.71257 0.09925
*
```

Output
* gap between HOMO and LUMO: 0.3387 Eh
* lowest unoccupied orbital energy: 0.5 eV
* HOMO: -8.8 eV


Version ii
Computed, not measured: a single C2H4OP2 molecule, with ωB97M-V/def2-TZVPD.

The geometry in ORCA input format:
```
! wB97M-V def2-TZVPD RIJCOSX def2/J DEFGRID3
* xyz 0 1
C -1.47735 1.77500 0.50539
C -1.17744 0.81493 -0.20541
O 0.26673 -1.47367 1.09354
P 0.74710 -1.62510 -0.51636
P -1.01338 -0.64116 -1.33512
H -1.26706 2.57752 1.12550
H 0.77449 -1.80223 1.77999
H 1.66537 -0.55326 -0.68151
H -0.02338 -0.10807 -2.41694
*
```

Output
* gap between HOMO and LUMO: 0.3551 Eh
* lowest unoccupied orbital energy: 0.5 eV
* HOMO: -9.2 eV


It is version i that is most stable; the runner-up trails by 1.3 kcal/mol.